A 9-piece molecular cluster, C23H52Br16NO2P2S overall, computed with the ωB97M-V functional and the def2-TZVPD basis.

LUMO ... -2.66 eV
HOMO ... -10.9751 eV
Frontier orbital gap ... 8.317 eV

ORCA input file:
```
! wB97M-V def2-TZVPD RIJCOSX def2/J DEFGRID3
* xyz 1 1
C 3.378 -4.355 -0.030
C 2.439 -3.621 -0.971
N 1.169 -3.294 -0.287
P 0.309 -2.031 -0.911
C 0.195 -1.892 -2.692
C -0.720 -2.899 -3.398
C -0.432 -4.392 -3.201
C 0.665 -4.840 -4.172
C -1.723 -5.194 -3.484
P -1.649 -2.011 0.102
O -2.109 -3.515 0.286
O -2.656 -1.390 -0.938
S -1.384 -1.028 1.724
H 3.758 -3.720 0.762
H 4.207 -4.767 -0.598
H 2.852 -5.203 0.410
H 2.904 -2.701 -1.326
H 2.265 -4.245 -1.849
H 0.597 -4.114 -0.134
H 0.925 -0.871 -0.459
H 1.205 -1.847 -3.101
H -0.224 -0.893 -2.842
H -0.601 -2.699 -4.465
H -1.758 -2.654 -3.175
H -0.137 -4.638 -2.179
H 0.276 -4.883 -5.183
H 1.039 -5.818 -3.871
H 1.523 -4.166 -4.120
H -1.729 -5.468 -4.538
H -1.780 -6.105 -2.896
H -2.612 -4.594 -3.303
H -1.536 -3.920 0.948
H -2.778 -0.465 -0.670
Br 1.462 1.566 -1.709
C 1.946 2.330 -3.436
C 1.571 1.441 -4.588
Br 2.792 -0.068 -4.764
H 3.012 2.525 -3.393
H 1.407 3.272 -3.492
H 1.659 1.987 -5.522
H 0.571 1.029 -4.498
Br -1.428 2.976 1.000
C -0.598 2.947 2.765
C -1.525 2.388 3.809
Br -2.906 3.659 4.307
H -0.296 3.968 2.977
H 0.286 2.322 2.658
H -0.974 2.179 4.723
H -2.032 1.487 3.478
Br 6.697 5.323 -5.902
C 6.006 3.624 -5.268
C 5.279 2.871 -6.350
Br 3.526 3.640 -6.717
H 5.367 3.846 -4.419
H 6.871 3.056 -4.934
H 5.089 1.846 -6.040
H 5.816 2.873 -7.292
Br -2.747 -4.849 -7.161
C -4.092 -3.919 -6.109
C -4.473 -2.601 -6.724
Br -3.086 -1.263 -6.440
H -3.680 -3.794 -5.114
H -4.947 -4.589 -6.068
H -5.367 -2.203 -6.249
H -4.629 -2.669 -7.795
Br 1.260 6.157 3.520
C 1.706 6.926 1.790
C 1.324 6.014 0.655
Br 2.554 4.514 0.481
H 2.769 7.140 1.811
H 1.147 7.856 1.731
H 1.380 6.548 -0.291
H 0.332 5.589 0.773
Br -5.999 2.806 6.878
C -7.524 3.741 6.120
C -7.123 4.545 4.912
Br -6.140 6.149 5.402
H -7.940 4.355 6.912
H -8.240 2.971 5.843
H -8.003 4.889 4.374
H -6.481 3.983 4.242
Br -4.063 4.283 12.699
C -3.638 5.026 10.953
C -4.015 4.091 9.836
Br -2.769 2.604 9.683
H -2.578 5.253 10.961
H -4.209 5.949 10.880
H -3.976 4.605 8.879
H -4.999 3.657 9.972
Br 6.615 -5.252 0.998
C 7.237 -5.144 2.839
C 6.192 -5.643 3.799
Br 4.738 -4.366 4.010
H 7.500 -4.107 3.014
H 8.129 -5.762 2.889
H 6.619 -5.773 4.791
H 5.742 -6.573 3.471
*
```

C29H33AsBrMnN5O8S as an isolated structure, computed with the ωB97M-V functional and the def2-TZVPD basis.

Expectation value of S² ... 0.79
LUMO (spin up / spin down) ... -0.81 / -0.80 eV
HOMO (spin up / spin down) ... -8.5774 / -7.8933 eV
Frontier orbital gap (spin up / spin down) ... 7.769 / 7.095 eV
ΔE to the lowest compared entry with this formula, charge and spin ... 5.6 kcal/mol

ORCA input file:
```
! wB97M-V def2-TZVPD RIJCOSX def2/J DEFGRID3
* xyz 0 2
Mn -0.406 -0.345 -1.193
O -3.399 -2.219 -3.323
As -2.086 -2.142 -2.157
O -0.743 -1.520 -2.930
O -2.394 -1.001 -0.974
C -2.057 -3.965 -1.562
C -2.854 -4.877 -2.248
C -2.870 -6.211 -1.870
C -2.087 -6.640 -0.811
C -1.287 -5.737 -0.127
C -1.269 -4.400 -0.495
S -0.235 -3.318 0.485
O 0.935 -4.097 0.823
O -1.050 -2.896 1.602
O 0.113 -2.223 -0.450
H -3.217 -1.564 -4.009
H -3.460 -4.538 -3.076
H -3.492 -6.913 -2.409
H -2.092 -7.681 -0.517
H -0.656 -6.060 0.690
C -2.437 -0.434 3.711
C -1.581 0.422 2.823
C -0.999 1.607 3.241
C -0.208 2.329 2.362
C -0.017 1.823 1.090
Br 1.131 2.801 -0.057
N -0.565 0.696 0.652
C -1.342 0.023 1.516
H -2.174 -0.299 4.759
H -2.317 -1.485 3.448
H -3.492 -0.179 3.594
H -1.149 1.968 4.252
H 0.268 3.254 2.651
H -1.773 -0.891 1.140
O 6.145 -3.915 -1.227
C 6.211 -2.654 -1.710
O 7.274 -2.158 -1.955
C 4.907 -1.945 -1.884
C 4.911 -0.558 -1.801
C 3.725 0.145 -1.901
C 2.535 -0.544 -2.094
C 2.519 -1.926 -2.210
C 3.710 -2.619 -2.105
N 1.299 0.161 -2.164
C 1.164 1.076 -3.042
C -0.114 1.779 -3.067
C -0.407 2.841 -3.907
C -1.649 3.442 -3.801
C -2.557 2.954 -2.871
C -2.195 1.877 -2.078
N -0.995 1.309 -2.171
H 5.247 -4.110 -0.931
H 5.851 -0.049 -1.638
H 3.709 1.223 -1.791
H 1.577 -2.428 -2.376
H 3.691 -3.698 -2.214
H 1.952 1.325 -3.749
H 0.330 3.185 -4.621
H -1.910 4.278 -4.435
H -3.538 3.394 -2.762
H -2.868 1.428 -1.358
C 4.118 -3.390 2.180
C 3.501 -2.012 2.399
C 4.572 -1.028 2.856
C 2.387 -2.117 3.450
N 2.999 -1.594 1.076
N 2.283 -0.370 1.034
H 4.520 -3.786 3.114
H 4.934 -3.322 1.457
H 3.364 -4.087 1.807
H 5.012 -1.355 3.799
H 4.154 -0.031 3.013
H 5.363 -0.958 2.107
H 2.787 -2.511 4.386
H 1.596 -2.784 3.103
H 1.947 -1.143 3.681
H 2.366 -2.309 0.731
H 2.945 0.390 0.930
H 1.758 -0.214 1.894
*
```

A 11-piece molecular cluster, C42H63O32 overall, computed with the ωB97M-V functional and the def2-TZVPD basis.

LUMO ... 1.15 eV
HOMO ... -4.7596 eV
Frontier orbital gap ... 5.911 eV
ΔE to the lowest compared entry with this formula, charge and spin ... 178.6 kcal/mol

ORCA input file:
```
! wB97M-V def2-TZVPD RIJCOSX def2/J DEFGRID3
* xyz -1 1
C 0.450 -1.692 -0.412
C -0.222 -0.552 0.301
O -0.391 -0.574 1.574
O -0.486 0.505 -0.337
H -0.019 -1.909 -1.372
H 0.387 -2.577 0.220
H 1.524 -1.520 -0.496
C -6.230 2.311 0.949
C -6.242 3.020 2.297
C -4.967 3.789 2.596
O -5.469 5.056 2.889
C -6.730 5.198 2.547
O -7.427 6.230 2.617
O -7.243 4.031 2.139
H -5.882 2.907 0.105
H -7.202 1.882 0.705
H -5.545 1.465 1.006
H -6.263 2.338 3.146
H -4.306 3.831 1.730
H -4.504 3.411 3.507
C 4.248 1.954 -5.190
C 4.049 3.406 -4.841
C 3.475 3.504 -3.461
O 4.256 4.502 -2.879
C 5.301 4.879 -3.637
O 6.128 5.758 -3.398
O 5.273 4.115 -4.719
H 4.778 1.765 -6.124
H 3.241 1.546 -5.270
H 4.755 1.413 -4.391
H 3.292 3.756 -5.542
H 3.487 2.565 -2.907
H 2.455 3.844 -3.642
C -2.908 -0.937 7.647
C -1.804 -2.080 7.625
C -0.339 -1.706 7.917
O 0.086 -2.679 8.844
C -0.910 -3.499 9.176
O -0.870 -4.421 10.025
O -2.066 -3.038 8.616
H -2.495 0.018 7.323
H -3.503 -0.881 8.559
H -3.663 -1.235 6.921
H -1.801 -2.578 6.656
H -0.388 -0.698 8.330
H 0.186 -1.613 6.966
C 5.958 -6.060 2.767
C 4.732 -6.742 3.492
C 3.547 -5.827 3.510
O 2.511 -6.731 3.237
C 2.938 -7.873 2.793
O 2.271 -8.881 2.564
O 4.308 -7.773 2.675
H 6.026 -5.007 3.043
H 5.938 -6.075 1.678
H 6.916 -6.498 3.046
H 4.869 -7.129 4.502
H 3.556 -5.162 2.646
H 3.479 -5.344 4.485
C -2.354 -7.863 -4.080
C -2.579 -6.781 -5.110
C -1.606 -6.681 -6.291
O -2.428 -6.906 -7.443
C -3.729 -7.079 -7.122
O -4.682 -7.301 -7.925
O -3.822 -7.059 -5.748
H -1.624 -7.539 -3.338
H -1.933 -8.759 -4.536
H -3.252 -8.144 -3.529
H -2.627 -5.787 -4.666
H -0.782 -7.394 -6.302
H -1.130 -5.713 -6.447
C -4.382 -0.176 -5.846
C -5.053 1.196 -5.827
C -4.116 2.373 -5.909
O -4.521 3.060 -7.093
C -5.561 2.518 -7.633
O -6.218 3.024 -8.528
O -5.811 1.371 -7.084
H -3.793 -0.183 -4.929
H -3.804 -0.339 -6.756
H -5.051 -1.036 -5.825
H -5.716 1.277 -4.966
H -3.059 2.110 -5.930
H -4.269 3.121 -5.131
C -4.599 -5.233 1.882
C -5.425 -4.016 1.606
C -6.300 -4.146 0.343
O -7.560 -3.655 0.720
C -7.607 -3.582 2.097
O -8.619 -3.311 2.764
O -6.370 -3.847 2.630
H -4.054 -5.112 2.818
H -3.881 -5.414 1.082
H -5.196 -6.138 1.989
H -4.811 -3.116 1.576
H -6.287 -5.192 0.037
H -5.862 -3.562 -0.466
C -3.084 9.018 -3.228
C -2.892 8.236 -1.889
C -1.563 7.494 -1.732
O -1.168 7.796 -0.461
C -1.919 8.785 -0.017
O -1.649 9.372 1.054
O -2.868 9.118 -0.871
H -3.936 9.694 -3.170
H -3.284 8.419 -4.117
H -2.207 9.603 -3.505
H -3.719 7.536 -1.767
H -0.892 7.777 -2.542
H -1.691 6.412 -1.781
C 4.313 3.130 3.219
C 3.389 4.373 3.233
C 2.165 4.282 4.096
O 2.155 5.576 4.656
C 3.245 6.248 4.414
O 3.537 7.378 4.787
O 4.075 5.460 3.720
H 5.314 3.444 2.926
H 3.934 2.449 2.457
H 4.420 2.638 4.186
H 3.022 4.638 2.242
H 2.127 3.497 4.851
H 1.266 4.151 3.493
C 12.529 -1.092 -0.425
C 11.309 -0.521 0.231
C 10.802 0.775 -0.393
O 9.410 0.511 -0.600
C 9.154 -0.684 -0.591
O 8.050 -1.212 -0.846
O 10.159 -1.361 0.032
H 12.432 -1.586 -1.391
H 12.940 -1.898 0.183
H 13.279 -0.307 -0.525
H 11.463 -0.456 1.309
H 11.273 1.004 -1.349
H 11.032 1.608 0.271
*
```

C9H29BrHfO14P3 as an isolated structure, computed with the ωB97M-V functional and the def2-TZVPD basis.

LUMO ... -3.62 eV
HOMO ... -11.9068 eV
Frontier orbital gap ... 8.287 eV
ΔE to the lowest compared entry with this formula, charge and spin ... 26.7 kcal/mol

ORCA input file:
```
! wB97M-V def2-TZVPD RIJCOSX def2/J DEFGRID3
* xyz 1 1
Hf -0.927 0.630 1.010
Br 0.777 2.989 0.906
O -0.284 0.201 3.065
H 0.279 -0.335 3.611
O -2.874 -0.299 0.820
H -3.668 -0.572 0.379
C -0.934 -3.779 3.273
O -1.016 -4.173 1.899
P -0.324 -3.207 0.815
O -0.643 -1.795 1.058
O 1.235 -3.458 0.956
C 1.689 -4.824 0.888
O -0.716 -3.808 -0.582
C -2.083 -3.883 -0.985
H -0.005 -4.173 3.690
H -1.754 -4.231 3.828
H -1.022 -2.700 3.401
H 2.356 -5.019 1.727
H 2.279 -4.986 -0.013
H 0.866 -5.535 0.907
H -2.205 -3.694 -2.048
H -2.743 -3.178 -0.472
H -2.475 -4.869 -0.737
C 4.222 -1.596 -1.438
O 2.971 -1.439 -0.757
P 2.702 -0.137 0.113
O 1.313 -0.054 0.625
O 3.809 -0.248 1.225
C 4.036 0.850 2.132
O 3.182 1.081 -0.808
C 2.378 1.487 -1.941
H 4.842 -2.404 -1.059
H 4.790 -0.668 -1.456
H 3.969 -1.835 -2.471
H 4.807 1.520 1.751
H 4.478 0.405 3.022
H 3.131 1.406 2.365
H 1.798 2.352 -1.620
H 1.716 0.662 -2.217
H 3.044 1.729 -2.762
C -1.956 5.491 0.794
O -3.003 4.674 0.242
P -2.663 3.519 -0.757
O -2.202 2.262 -0.103
O -4.014 3.311 -1.536
C -4.398 2.055 -2.113
O -1.683 4.220 -1.810
C -1.239 3.517 -2.969
H -1.815 5.311 1.858
H -2.200 6.544 0.679
H -0.999 5.298 0.309
H -3.644 1.281 -1.972
H -4.605 2.145 -3.177
H -5.312 1.761 -1.602
H -1.418 4.151 -3.843
H -1.697 2.550 -3.158
H -0.148 3.496 -2.940
*
```

C34H28N6P2RuS2Se2 as an isolated structure, computed with the ωB97M-V functional and the def2-TZVPD basis.

Expectation value of S² ... 0.77
LUMO (spin up / spin down) ... -4.70 / -4.61 eV
HOMO (spin up / spin down) ... -10.0277 / -10.0274 eV
Frontier orbital gap (spin up / spin down) ... 5.324 / 5.419 eV

ORCA input file:
```
! wB97M-V def2-TZVPD RIJCOSX def2/J DEFGRID3
* xyz 1 2
Ru -0.282 -2.874 1.506
C 1.760 -7.273 -0.571
S 1.916 -7.087 1.224
C 0.990 -5.647 1.509
S 1.103 -4.282 0.371
N 0.294 -5.611 2.600
N -0.366 -4.432 2.782
C -1.191 -4.343 3.751
C -2.040 -3.160 3.763
C -3.023 -2.931 4.708
C -3.827 -1.808 4.594
C -3.641 -0.946 3.527
C -2.637 -1.227 2.618
N -1.849 -2.297 2.737
H 2.412 -8.103 -0.834
H 2.082 -6.376 -1.089
H 0.732 -7.518 -0.825
H -1.274 -5.148 4.472
H -3.154 -3.640 5.515
H -4.599 -1.611 5.326
H -4.256 -0.068 3.396
H -2.457 -0.587 1.763
Se 1.255 3.194 -1.303
P -0.183 1.874 -2.112
C -1.841 2.591 -2.071
C -2.412 2.819 -0.821
C -3.652 3.426 -0.732
C -4.320 3.812 -1.889
C -3.746 3.597 -3.131
C -2.499 2.989 -3.227
C 0.189 1.329 -3.797
C -0.700 0.505 -4.492
C -0.382 0.088 -5.774
C 0.815 0.481 -6.360
C 1.691 1.307 -5.673
C 1.379 1.735 -4.389
C -0.373 0.351 -1.152
C 0.188 -0.166 0.013
N -0.364 -1.388 0.161
N -1.215 -1.615 -0.819
N -1.237 -0.574 -1.619
P 1.369 0.288 1.264
Se 1.411 -1.342 2.740
C 2.977 0.481 0.503
C 3.176 0.151 -0.834
C 4.448 0.247 -1.376
C 5.512 0.665 -0.589
C 5.312 0.987 0.748
C 4.048 0.886 1.301
C 0.848 1.798 2.087
C -0.336 1.754 2.823
C -0.798 2.897 3.450
C -0.072 4.079 3.358
C 1.114 4.116 2.641
C 1.582 2.975 2.005
H -1.872 2.537 0.078
H -4.096 3.608 0.238
H -5.289 4.289 -1.818
H -4.263 3.904 -4.030
H -2.044 2.832 -4.196
H -1.620 0.182 -4.024
H -1.071 -0.545 -6.319
H 1.065 0.138 -7.356
H 2.616 1.625 -6.134
H 2.053 2.384 -3.844
H 2.351 -0.178 -1.451
H 4.605 -0.003 -2.416
H 6.504 0.730 -1.016
H 6.145 1.314 1.356
H 3.890 1.113 2.350
H -0.880 0.822 2.921
H -1.721 2.870 4.015
H -0.426 4.969 3.860
H 1.674 5.038 2.566
H 2.505 3.006 1.445
*
```

Repeat the fifth record exactly.
C34H28N6P2RuS2Se2 as an isolated structure, computed with the ωB97M-V functional and the def2-TZVPD basis.

Expectation value of S² ... 0.77
LUMO (spin up / spin down) ... -4.70 / -4.61 eV
HOMO (spin up / spin down) ... -10.0277 / -10.0274 eV
Frontier orbital gap (spin up / spin down) ... 5.324 / 5.419 eV

ORCA input file:
```
! wB97M-V def2-TZVPD RIJCOSX def2/J DEFGRID3
* xyz 1 2
Ru -0.282 -2.874 1.506
C 1.760 -7.273 -0.571
S 1.916 -7.087 1.224
C 0.990 -5.647 1.509
S 1.103 -4.282 0.371
N 0.294 -5.611 2.600
N -0.366 -4.432 2.782
C -1.191 -4.343 3.751
C -2.040 -3.160 3.763
C -3.023 -2.931 4.708
C -3.827 -1.808 4.594
C -3.641 -0.946 3.527
C -2.637 -1.227 2.618
N -1.849 -2.297 2.737
H 2.412 -8.103 -0.834
H 2.082 -6.376 -1.089
H 0.732 -7.518 -0.825
H -1.274 -5.148 4.472
H -3.154 -3.640 5.515
H -4.599 -1.611 5.326
H -4.256 -0.068 3.396
H -2.457 -0.587 1.763
Se 1.255 3.194 -1.303
P -0.183 1.874 -2.112
C -1.841 2.591 -2.071
C -2.412 2.819 -0.821
C -3.652 3.426 -0.732
C -4.320 3.812 -1.889
C -3.746 3.597 -3.131
C -2.499 2.989 -3.227
C 0.189 1.329 -3.797
C -0.700 0.505 -4.492
C -0.382 0.088 -5.774
C 0.815 0.481 -6.360
C 1.691 1.307 -5.673
C 1.379 1.735 -4.389
C -0.373 0.351 -1.152
C 0.188 -0.166 0.013
N -0.364 -1.388 0.161
N -1.215 -1.615 -0.819
N -1.237 -0.574 -1.619
P 1.369 0.288 1.264
Se 1.411 -1.342 2.740
C 2.977 0.481 0.503
C 3.176 0.151 -0.834
C 4.448 0.247 -1.376
C 5.512 0.665 -0.589
C 5.312 0.987 0.748
C 4.048 0.886 1.301
C 0.848 1.798 2.087
C -0.336 1.754 2.823
C -0.798 2.897 3.450
C -0.072 4.079 3.358
C 1.114 4.116 2.641
C 1.582 2.975 2.005
H -1.872 2.537 0.078
H -4.096 3.608 0.238
H -5.289 4.289 -1.818
H -4.263 3.904 -4.030
H -2.044 2.832 -4.196
H -1.620 0.182 -4.024
H -1.071 -0.545 -6.319
H 1.065 0.138 -7.356
H 2.616 1.625 -6.134
H 2.053 2.384 -3.844
H 2.351 -0.178 -1.451
H 4.605 -0.003 -2.416
H 6.504 0.730 -1.016
H 6.145 1.314 1.356
H 3.890 1.113 2.350
H -0.880 0.822 2.921
H -1.721 2.870 4.015
H -0.426 4.969 3.860
H 1.674 5.038 2.566
H 2.505 3.006 1.445
*
```